1.
10
Properties=species:S:1:pos:R:3:forces:R:3:lowdin_charge:R:1 method="wB97M-V/def2-TZVPD" e_above_lowest_ev=4.906 largest_force_ev_per_a=4.48 gap_ev=10.24
C 1.3448 -0.4100 -0.2391 0.7 3.3 2.1 -0.01
O 0.1452 0.2660 0.2274 -0.1 -1.0 1.1 -0.10
C -0.6436 0.7583 -0.7062 -3.8 2.4 0.1 -0.40
N -2.2626 0.6801 -0.6283 2.6 3.1 -0.9 0.09
O -1.3954 0.0303 -1.5694 1.1 -1.4 -1.6 -0.07
H 1.4819 -1.1979 0.4923 0.1 -0.7 -0.8 0.09
H 2.2024 0.3614 -0.0272 -1.3 -1.5 -0.8 0.12
H 1.1387 -0.5309 -1.2708 0.8 -1.2 -1.0 0.08
H -0.3665 1.7968 -1.0537 -0.3 -1.1 0.1 0.17
H -2.6534 -0.0428 -0.1033 0.1 -1.8 1.7 0.05

2.
10
Properties=species:S:1:pos:R:3:forces:R:3:lowdin_charge:R:1 method="wB97M-V/def2-TZVPD" e_above_lowest_ev=7.589 largest_force_ev_per_a=4.65 gap_ev="8.57 / 7.88"
N -0.4071 -0.9133 -0.6612 -1.1 2.6 -1.1 -0.19
C -0.2874 -0.0830 0.8337 -4.2 -1.4 -1.3 -0.18
C 0.6064 0.9400 0.9327 1.7 1.3 -0.3 0.03
O -1.3229 -0.1851 -1.2912 2.2 -2.5 0.0 -0.13
O 0.7740 -1.0152 -1.4113 -0.2 -0.3 0.2 -0.02
H 0.4840 -0.8918 -2.3331 -0.1 0.1 0.3 0.11
H -1.3389 0.1950 0.3446 1.4 0.3 2.3 0.14
H -0.4606 -0.7481 1.6753 0.3 -0.2 -0.1 0.10
H 0.9956 1.2799 1.8824 0.2 -0.2 0.0 0.06
H 0.9568 1.4217 0.0282 -0.1 0.2 0.1 0.07

3.
10
Properties=species:S:1:pos:R:3:forces:R:3:lowdin_charge:R:1 method="wB97M-V/def2-TZVPD" e_above_lowest_ev=5.242 largest_force_ev_per_a=3.25 gap_ev=7.80
C 1.5149 0.3147 -0.2645 0.8 1.2 0.7 -0.05
C 0.1900 0.4434 0.0966 0.0 -0.3 -1.3 -0.49
O -0.5312 1.5699 0.0894 0.0 -0.7 0.2 0.12
N -0.3970 -0.7866 0.1207 1.2 0.6 0.0 -0.05
O -1.8380 -0.7676 0.1766 0.9 -0.5 -0.1 -0.03
H 2.0056 1.1143 -0.7989 -0.1 0.3 0.2 0.04
H 2.1615 -0.2566 0.3850 0.0 -0.4 -0.1 0.04
H -1.4698 1.3353 0.1881 0.1 0.0 -0.2 0.11
H 0.5236 -1.2990 -0.3094 -3.2 -0.2 0.3 0.21
H -2.1595 -1.6678 0.3165 0.4 0.0 0.2 0.10

4.
10
Properties=species:S:1:pos:R:3:forces:R:3:lowdin_charge:R:1 method="wB97M-V/def2-TZVPD" e_above_lowest_ev=4.878 largest_force_ev_per_a=4.47 gap_ev="7.74 / 8.72" spin_multiplicity=3
C 0.2281 -0.1499 1.5116 0.8 2.2 1.8 -0.11
C 0.0449 -0.8170 0.4332 1.5 2.4 2.3 -0.02
N 0.8943 -0.4411 -1.5745 3.5 2.8 -0.4 0.07
O -0.4151 1.3628 -2.2039 -1.5 0.6 -0.4 -0.04
O 0.8482 0.8928 -1.7700 0.3 -1.3 1.0 -0.16
H -0.3112 -0.3960 2.4231 -0.3 -0.2 0.2 0.04
H 0.8766 0.7749 1.7093 -0.6 -1.4 -0.8 0.07
H -0.5322 -1.5986 0.2328 -2.2 -3.3 -1.1 0.00
H 0.2947 -0.9497 -2.1316 -2.5 -0.7 -2.1 0.03
H -0.7451 2.0011 -1.5110 1.0 -1.0 -0.5 0.13

5.
11
Properties=species:S:1:pos:R:3:forces:R:3:lowdin_charge:R:1 method="wB97M-V/def2-TZVPD" total_charge=-1 e_above_lowest_ev=1.863 largest_force_ev_per_a=9.82 gap_ev=7.57
C -1.6839 -0.7576 0.8018 -0.4 0.6 -3.4 -0.09
C -0.9850 -0.3347 -0.2391 2.9 0.3 0.4 -0.23
P 0.8126 0.0284 0.2409 2.6 -6.4 -7.0 0.41
N 1.1939 1.3482 -0.7622 -1.6 -0.6 2.1 -0.10
O 1.6903 -1.4200 -0.5485 -3.3 5.2 2.6 -0.69
O 1.0810 0.2639 1.6342 0.0 1.0 2.9 -0.38
H -2.6599 -1.0532 0.6471 -2.2 -0.8 0.0 0.01
H -1.2505 -0.9001 1.7032 1.3 0.0 2.9 0.00
H -1.1532 -0.3619 -1.3402 -0.5 0.2 1.2 0.07
H 1.7896 2.0530 -0.4310 0.9 0.7 0.2 0.01
H 1.1652 1.1339 -1.7061 0.4 -0.2 -1.9 -0.01

6.
11
Properties=species:S:1:pos:R:3:forces:R:3:lowdin_charge:R:1 method="wB97M-V/def2-TZVPD" total_charge=+1 e_above_lowest_ev=4.333 largest_force_ev_per_a=3.12 gap_ev=8.29
C -0.6570 0.7618 0.1858 1.2 -0.6 0.5 -0.14
C 0.0511 -0.5991 0.4198 0.3 -0.3 0.5 -0.17
N 2.1991 0.1982 2.1564 0.9 0.5 1.2 -0.05
O 3.3100 0.3033 2.4693 -0.4 -0.2 -0.3 0.11
O 0.5868 1.5722 0.2052 -0.3 1.8 -0.1 -0.25
P 1.5922 0.3896 0.4026 -2.8 -0.7 1.2 1.01
H -1.2849 0.9493 -0.6655 0.1 0.0 -0.5 0.13
H -1.1228 1.0053 1.0989 -1.1 0.4 0.7 0.11
H -0.3686 -1.0858 1.3258 0.9 0.1 -0.5 0.12
H 0.2250 -1.3051 -0.3630 -0.9 -0.6 -0.8 0.08
H 2.1574 0.3576 -0.7887 1.9 -0.5 -1.9 0.04

7.
11
Properties=species:S:1:pos:R:3:forces:R:3:lowdin_charge:R:1 method="wB97M-V/def2-TZVPD" e_above_lowest_ev=3.379 largest_force_ev_per_a=1.91 gap_ev=9.90
C 1.0688 1.0156 -0.1384 -0.2 -0.8 1.7 -0.57
C 0.3572 1.9143 -0.7684 -1.6 0.7 -0.7 0.01
N -1.3765 -1.5428 0.6712 0.2 -0.4 1.4 0.00
O 1.4347 -1.6305 -0.4887 0.0 0.6 0.5 -0.46
O 2.1377 0.8737 0.6489 0.1 -0.5 -1.2 -0.20
S 1.0892 -0.6506 0.5380 0.6 0.8 -0.4 1.06
H -2.1590 -1.5054 1.3091 0.1 -0.4 -0.4 0.04
H -0.7108 1.7642 -1.0189 0.9 -0.6 0.0 0.07
H 0.6313 2.9255 -1.0388 0.7 -0.1 0.4 0.06
H -1.1353 -2.3913 0.2078 -0.4 -0.5 -0.1 0.02
H -1.3373 -0.7727 0.0783 -0.4 1.2 -1.2 -0.03

8.
11
Properties=species:S:1:pos:R:3:forces:R:3:lowdin_charge:R:1 method="wB97M-V/def2-TZVPD" e_above_lowest_ev=0.628 largest_force_ev_per_a=3.73 gap_ev="6.68 / 8.52" spin_multiplicity=3
C 0.7563 0.0666 -0.1176 -2.9 -2.2 -0.7 -0.70
C -0.5032 0.8238 0.2303 -1.0 -0.7 -0.8 -0.03
N 0.6042 -1.2822 0.2186 0.7 0.7 -0.5 0.12
O 3.4616 -0.6468 0.3178 -0.6 -0.4 0.0 -0.49
O 1.4904 0.4132 -1.2555 -0.2 -0.3 0.3 -0.28
S 2.6725 0.5750 0.0916 2.7 1.9 0.4 0.95
H -0.3048 1.6387 0.8989 0.0 0.3 0.7 0.07
H -1.0871 1.2888 -0.6307 1.2 -0.8 0.7 0.11
H -1.1629 0.0346 0.6857 0.3 1.3 0.0 0.09
H 1.2555 -1.9719 -0.0823 1.0 0.0 -0.3 0.09
H -0.2864 -1.7029 0.2914 -1.2 0.1 0.3 0.08